Below is one molecule with the formula C7H10 at a distorted geometry, with properties calculated with the ωB97M-V functional and the def2-TZVPD basis.

Values from the calculation:
frontier orbital gap	9.157	eV
ΔE to the lowest compared entry with this formula, charge and spin	79.74	kcal per mole
structure (SMILES)	C/C=C1/C[C@H]2C[C@@H]12
maximum force	0.06102	hartree/bohr
DFT total energy	-7417.5770	eV

Each line ends with the Löwdin charge.
Geometry (Å):
1 C -0.27527 -1.27731 2.13862  -0.108
2 C 0.24537 -1.41073 0.78299  -0.186
3 C 0.21416 -0.40822 -0.05597  -0.273
4 C 0.30853 -0.40297 -1.53581  -0.099
5 C 0.42935 1.11917 -1.43902  -0.200
6 C -0.77147 1.73206 -0.79708  -0.084
7 C 0.24603 1.07764 0.08829  -0.155
8 H 0.79455 -1.51005 2.44636  0.105
9 H -1.18862 -1.92670 2.17478  0.098
10 H -0.56093 -0.25823 2.43296  0.073
11 H 0.51267 -2.42959 0.50482  0.117
12 H 1.19639 -0.94589 -1.84934  0.115
13 H -0.57704 -0.78790 -2.05991  0.118
14 H 1.14912 1.69303 -2.00191  0.126
15 H -1.75911 1.28818 -0.90535  0.110
16 H -0.76296 2.81938 -0.77208  0.105
17 H 0.79923 1.62814 0.84767  0.138